C6H13NO | ωB97M-V with the def2-TZVPD basis set

Properties
- E_LUMO: 0.72 eV
- Multiplicity: 1
- E_HOMO: -8.98 eV
- Structure (SMILES): CN[C@H](C=O)C(C)C
- Orbital gap: 9.69 eV

CARTESIAN COORDINATES (ANGSTROEM)
C 1.175 0.753 -2.189
N 0.118 0.388 -1.262
C 0.649 -0.078 0.087
C 1.509 -1.468 0.052
O 2.243 -1.693 0.997
C -0.555 -0.027 1.074
C -1.021 1.454 1.424
C -1.600 -1.052 0.712
H 1.591 1.680 -1.964
H 0.702 0.828 -3.187
H 1.911 0.029 -2.281
H -0.401 -0.492 -1.633
H 1.405 0.499 0.512
H 1.626 -1.857 -0.997
H -0.175 -0.244 2.099
H -0.430 1.917 2.161
H -1.981 1.321 1.934
H -0.995 2.033 0.609
H -1.236 -1.988 0.494
H -2.375 -1.298 1.495
H -2.157 -0.705 -0.136

These are the Mulliken partial charges, in e, on atoms 1 to 4: number 1, C, carries -0.9766; number 2, N, carries -0.3638; number 3, C, carries -0.3873; number 4, C, carries -0.0281

C6H13NO | ωB97M-V with the def2-TZVPD basis set

Properties
- E_LUMO: 0.93 eV
- Multiplicity: 1
- E_HOMO: -8.06 eV
- Structure (SMILES): C/C=C/O.C=C(C)N
- Orbital gap: 8.99 eV

CARTESIAN COORDINATES (ANGSTROEM)
C 0.297 -0.642 2.780
C -0.976 -0.281 2.074
C -1.588 -1.110 1.247
O -2.718 -0.747 0.559
H 0.238 -0.438 3.849
H 0.532 -1.696 2.638
H 1.138 -0.070 2.379
H -1.363 0.723 2.204
H -1.205 -2.105 1.051
H -3.132 -1.540 0.197
C -0.636 0.642 -1.426
C 0.680 0.755 -1.562
C 1.459 0.095 -2.661
N 1.486 1.460 -0.652
H -1.178 1.078 -0.599
H -1.227 0.035 -2.097
H 2.180 -0.612 -2.252
H 2.015 0.840 -3.237
H 0.791 -0.411 -3.353
H 2.251 1.950 -1.091
H 0.957 2.075 -0.050

These are the Mulliken partial charges, in e, on atoms 1 to 4: number 1, C, carries -1.0809; number 2, C, carries 0.0909; number 3, C, carries -0.3321; number 4, O, carries -0.4693

C6H13NO | ωB97M-V with the def2-TZVPD basis set

Properties
- E_LUMO: 0.88 eV
- Multiplicity: 1
- E_HOMO: -9.33 eV
- Structure (SMILES): [H]/N=C(/C)[C@@H](C)[C@H](C)O
- Orbital gap: 10.21 eV

CARTESIAN COORDINATES (ANGSTROEM)
H 2.690 0.540 0.124
N 2.447 -0.255 -0.465
C 1.259 -0.655 -0.374
C 0.826 -1.828 -1.194
C 0.087 -0.017 0.623
C 0.725 0.762 1.765
C -0.793 0.841 -0.248
C -2.351 0.315 0.013
O -0.592 0.831 -1.629
H 0.414 -2.608 -0.555
H 0.047 -1.530 -1.895
H 1.673 -2.228 -1.747
H -0.436 -0.887 1.024
H 1.490 0.160 2.253
H 1.195 1.680 1.412
H -0.031 1.033 2.499
H -0.776 1.882 0.109
H -2.998 1.122 -0.322
H -2.585 0.093 1.051
H -2.503 -0.569 -0.599
H 0.211 1.317 -1.845

These are the Mulliken partial charges, in e, on atoms 1 to 4: number 1, H, carries 0.2459; number 2, N, carries -0.7722; number 3, C, carries 0.5224; number 4, C, carries -1.2738

C6H13NO | ωB97M-V with the def2-TZVPD basis set

Properties
- E_LUMO: 0.91 eV
- Multiplicity: 1
- E_HOMO: -9.65 eV
- Structure (SMILES): CC(C)CCNC=O
- Orbital gap: 10.56 eV

CARTESIAN COORDINATES (ANGSTROEM)
C -0.706 2.689 1.758
C -0.644 1.239 1.534
C -2.081 0.522 1.632
C -0.035 0.870 0.178
C 0.644 -0.521 0.180
N 1.032 -0.848 -1.249
C 1.142 -2.147 -1.725
O 1.204 -2.391 -2.920
H -1.168 3.376 0.869
H -1.477 3.050 2.455
H 0.145 3.300 1.981
H -0.123 0.989 2.528
H -2.177 -0.476 1.166
H -3.009 1.062 1.341
H -2.135 0.350 2.719
H -0.783 0.997 -0.553
H 0.620 1.524 -0.156
H 1.493 -0.658 0.962
H -0.219 -1.129 0.496
H 1.023 -0.095 -1.934
H 1.031 -3.129 -1.111

These are the Mulliken partial charges, in e, on atoms 1 to 4: number 1, C, carries -1.7555; number 2, C, carries 0.8919; number 3, C, carries -1.3867; number 4, C, carries -1.3716

C6H13NO | ωB97M-V with the def2-TZVPD basis set

Properties
- E_LUMO: 0.82 eV
- Multiplicity: 1
- E_HOMO: -8.76 eV
- Structure (SMILES): C=C/C=C/CNC.O
- Orbital gap: 9.58 eV

CARTESIAN COORDINATES (ANGSTROEM)
C -0.972 -3.069 1.677
C 0.291 -2.569 1.668
C 0.377 -1.104 1.460
C 0.018 -0.495 0.319
C 0.333 0.980 -0.254
N 1.239 1.007 -1.341
C 2.645 1.180 -1.109
H -1.890 -2.379 1.462
H -1.255 -4.070 1.602
H 1.247 -3.136 1.654
H 0.781 -0.418 2.204
H -0.480 -1.064 -0.467
H -0.603 1.516 -0.507
H 0.845 1.555 0.592
H 1.089 0.222 -1.953
H 3.208 1.233 -2.000
H 3.206 0.519 -0.506
H 2.756 2.167 -0.448
O -3.404 2.814 -1.404
H -3.588 2.761 -2.381
H -2.909 2.000 -1.200

These are the Mulliken partial charges, in e, on atoms 1 to 4: number 1, C, carries -0.6751; number 2, C, carries -0.1177; number 3, C, carries -0.2699; number 4, C, carries -0.2319

C6H13NO | ωB97M-V with the def2-TZVPD basis set

Properties
- E_LUMO: 0.81 eV
- Multiplicity: 1
- E_HOMO: -8.57 eV
- Structure (SMILES): C/[N+]([O-])=C/C(C)(C)C
- Orbital gap: 9.38 eV

CARTESIAN COORDINATES (ANGSTROEM)
C -2.976 -0.635 0.106
N -1.718 0.027 -0.150
O -1.891 1.228 -0.522
C -0.608 -0.600 0.090
C 0.914 0.149 0.004
C 0.916 1.244 -0.898
C 1.283 0.594 1.388
C 1.721 -1.064 -0.580
H -3.328 -0.385 1.154
H -3.633 -0.147 -0.680
H -2.751 -1.766 -0.098
H -0.591 -1.599 0.567
H 1.907 1.754 -0.951
H 0.485 0.976 -1.864
H 0.387 2.120 -0.659
H 0.788 0.062 2.289
H 1.021 1.691 1.429
H 2.371 0.520 1.456
H 2.791 -0.974 -0.714
H 1.708 -1.884 0.175
H 1.203 -1.312 -1.542

These are the Mulliken partial charges, in e, on atoms 1 to 4: number 1, C, carries -0.8538; number 2, N, carries 0.5273; number 3, O, carries -0.6829; number 4, C, carries -0.6572

C6H13NO | ωB97M-V with the def2-TZVPD basis set

Properties
- E_LUMO: -2.69 eV
- Multiplicity: 1
- E_HOMO: -7.90 eV
- Orbital gap: 5.21 eV

CARTESIAN COORDINATES (ANGSTROEM)
O -0.118 1.050 -2.183
C -0.573 1.178 -1.036
N -0.680 0.264 -0.086
C -0.084 -1.001 -0.480
C 0.351 -2.025 0.430
C 1.728 -2.031 0.772
C 1.959 -0.721 1.782
C -1.032 -1.712 -1.510
H -0.971 2.164 -0.738
H -3.729 8.572 0.313
H 0.837 -0.737 -1.025
H -4.001 9.133 0.718
H -0.446 -2.269 1.133
H 2.441 -1.856 -0.036
H 2.186 -2.870 1.298
H 1.248 -0.023 1.338
H 1.566 -1.043 2.738
H 3.000 -0.434 1.773
H -0.528 -2.615 -1.861
H -1.202 -1.047 -2.350
H -1.954 -1.976 -0.992

These are the Mulliken partial charges, in e, on atoms 1 to 4: number 1, O, carries -0.6440; number 2, C, carries -0.0085; number 3, N, carries -0.7625; number 4, C, carries 0.5504

C6H13NO | ωB97M-V with the def2-TZVPD basis set

Properties
- E_LUMO: 0.91 eV
- Multiplicity: 1
- E_HOMO: -9.37 eV
- Structure (SMILES): CC(C)C[C@@H](N)C=O
- Orbital gap: 10.28 eV

CARTESIAN COORDINATES (ANGSTROEM)
C 1.290 0.383 -2.193
C 0.094 -0.317 -1.513
C -1.044 -0.641 -2.464
C -0.461 0.528 -0.329
C 0.412 0.296 0.939
N 0.448 1.446 1.824
C -0.093 -0.955 1.658
O -0.614 -0.907 2.737
H 1.193 0.346 -3.282
H 1.498 1.397 -1.868
H 2.182 -0.241 -2.083
H 0.565 -1.183 -1.046
H -1.781 -1.278 -1.967
H -0.708 -1.169 -3.356
H -1.607 0.241 -2.769
H -1.448 0.127 -0.091
H -0.469 1.595 -0.540
H 1.442 0.133 0.597
H 0.315 1.145 2.784
H -0.271 2.132 1.633
H 0.107 -1.924 1.162

These are the Mulliken partial charges, in e, on atoms 1 to 4: number 1, C, carries -1.3736; number 2, C, carries 0.9294; number 3, C, carries -1.6778; number 4, C, carries -1.1779

C6H13NO | ωB97M-V with the def2-TZVPD basis set

Properties
- E_LUMO: 0.84 eV
- Multiplicity: 1
- E_HOMO: -9.44 eV
- Structure (SMILES): CCNC(=O)C(C)C
- Orbital gap: 10.28 eV

CARTESIAN COORDINATES (ANGSTROEM)
C 0.329 -1.913 2.724
C -0.439 -0.816 2.030
N 0.148 -0.521 0.730
C 0.313 0.718 0.165
O 0.286 1.716 0.868
C 0.408 0.727 -1.352
C -0.633 -0.067 -2.111
C 0.410 2.166 -1.849
H 1.298 -1.774 3.194
H 0.581 -2.743 2.041
H -0.384 -2.460 3.357
H -1.516 -0.987 1.970
H -0.429 0.130 2.572
H 0.114 -1.293 0.089
H 1.416 0.342 -1.555
H -1.531 0.509 -2.371
H -1.131 -0.913 -1.616
H -0.361 -0.508 -3.071
H 1.181 2.769 -1.362
H -0.451 2.757 -1.516
H 0.388 2.159 -2.935

These are the Mulliken partial charges, in e, on atoms 1 to 4: number 1, C, carries -1.1350; number 2, C, carries -0.4657; number 3, N, carries -0.2103; number 4, C, carries 0.3306

C6H13NO | ωB97M-V with the def2-TZVPD basis set

Properties
- E_LUMO: 0.65 eV
- Multiplicity: 1
- E_HOMO: -8.46 eV
- Orbital gap: 9.11 eV

CARTESIAN COORDINATES (ANGSTROEM)
C -2.332 0.629 0.378
C -2.733 1.839 -0.439
C -1.140 0.035 0.135
N -0.253 -0.613 1.095
C 1.124 -0.218 1.098
C 2.055 -0.306 -0.134
C 2.111 -1.694 -0.765
O -0.624 -0.111 -1.171
H -2.859 0.521 1.306
H -0.573 0.898 -0.697
H -2.262 1.852 -1.431
H -2.247 2.736 -0.003
H -3.797 2.065 -0.493
H -0.496 -1.580 1.203
H 1.605 -0.966 1.753
H 1.273 0.735 1.627
H 3.074 -0.013 0.174
H 1.771 0.432 -0.880
H 2.716 -1.811 -1.673
H 2.438 -2.359 0.036
H 1.151 -2.071 -1.119

These are the Mulliken partial charges, in e, on atoms 1 to 4: number 1, C, carries -0.0457; number 2, C, carries -1.2568; number 3, C, carries -0.0211; number 4, N, carries -0.1866

C6H13NO | ωB97M-V with the def2-TZVPD basis set

Properties
- E_LUMO (spin up / spin down): -0.16 / -0.21 eV
- Multiplicity: 1
- E_HOMO (spin up / spin down): -9.46 / -9.42 eV
- Orbital gap (spin up / spin down): 9.30 / 9.21 eV

CARTESIAN COORDINATES (ANGSTROEM)
C 1.608 0.014 0.060
C 2.707 1.037 -0.198
C 2.148 -1.426 -0.016
C -3.359 0.152 0.057
C -1.937 0.130 -0.427
C -0.787 -0.387 0.505
N 0.413 0.419 0.236
O 0.061 2.457 -0.007
H 3.545 1.057 0.629
H 2.209 2.008 -0.368
H 3.001 0.613 -1.141
H 3.031 -1.390 -0.610
H 2.280 -1.872 0.928
H 1.456 -2.219 -0.390
H -3.660 -0.855 0.339
H -3.457 0.682 0.938
H -4.033 0.455 -0.705
H -1.543 1.109 -0.681
H -2.072 -0.427 -1.362
H -1.190 -0.070 1.536
H -0.420 -1.485 0.678

These are the Mulliken partial charges, in e, on atoms 1 to 4: number 1, C, carries 1.0391; number 2, C, carries -1.1100; number 3, C, carries -1.3945; number 4, C, carries -1.3799

C6H13NO | ωB97M-V with the def2-TZVPD basis set

Properties
- Charge: +1
- E_LUMO (spin up / spin down): -4.27 / -8.46 eV
- Multiplicity: 2
- Expectation value of S²: 0.756
- E_HOMO (spin up / spin down): -12.85 / -12.84 eV
- Orbital gap (spin up / spin down): 8.57 / 4.38 eV

CARTESIAN COORDINATES (ANGSTROEM)
C 0.320 1.429 0.312
C 1.560 1.956 0.224
O 1.662 3.303 0.519
C 2.887 1.290 -0.050
H 0.137 0.388 0.099
H -0.560 2.013 0.603
H 2.502 3.641 0.196
H 2.683 0.216 -0.225
H 3.470 1.703 -0.898
H 3.443 1.342 0.913
C -3.435 -1.629 -0.418
C -2.145 -2.341 0.173
C 0.179 -2.186 -0.284
N -1.001 -1.772 -0.515
H -4.423 -2.040 -0.164
H -3.436 -0.553 -0.178
H -3.319 -1.649 -1.523
H -2.306 -3.418 0.030
H -2.110 -2.124 1.246
H 0.471 -2.899 0.528
H 0.969 -1.759 -0.911

These are the Mulliken partial charges, in e, on atoms 1 to 4: number 1, C, carries -0.6189; number 2, C, carries 1.1263; number 3, O, carries -0.3460; number 4, C, carries -1.0233

no.,calculated total energy (Ha)
1,-366.32918
2,-366.36151
3,-366.37535
4,-366.34268
5,-366.29857
6,-366.27394
7,-366.19485
8,-366.38440
9,-366.40500
10,-366.26873
11,-366.17794
12,-366.02104